*w*
24
Properties=species:S:1:pos:R:3 method="wB97M-V/def2-TZVPD" smiles=Cc1ccc(O)cc1.CC homo_ha=-0.3194
C 2.3621 0.8540 -1.0240
C 1.9963 -0.0222 0.1254
C 2.4985 0.2910 1.4000
C 2.0798 -0.4105 2.5260
C 1.1170 -1.4085 2.3833
O 0.9678 -2.2099 3.5178
C 0.6542 -1.7973 1.1352
C 1.0452 -1.0189 0.0539
H 2.8261 1.8076 -0.7951
H 1.5306 0.8890 -1.7207
H 3.2501 0.4108 -1.5269
H 3.3219 0.9939 1.4276
H 2.5049 -0.1422 3.4809
H 0.0883 -2.1449 3.9514
H 0.0208 -2.6525 0.9686
H 0.5539 -1.2865 -0.8788
C -3.3432 0.3462 -2.2988
C -3.3615 1.6228 -1.4709
H -3.2388 -0.5403 -1.6655
H -4.2756 0.1660 -2.8356
H -2.5256 0.3488 -3.0127
H -2.9924 1.5028 -0.4519
H -4.3621 2.0330 -1.3575
H -2.7185 2.3677 -1.9315



*x*
24
Properties=species:S:1:pos:R:3 method="wB97M-V/def2-TZVPD" smiles=Cc1ccc(O)cc1.CC homo_ha=-0.3159
C 1.4046 -0.0269 -2.7086
C 0.7126 0.4939 -1.5158
C -0.5942 0.9050 -1.3890
C -1.1711 1.3555 -0.1607
C -0.3866 1.3498 0.9538
O -0.7371 1.3697 2.2720
C 0.9959 0.9984 0.7909
C 1.5030 0.5537 -0.3420
H 1.0344 0.2390 -3.7615
H 2.4603 0.1921 -2.5769
H 1.2807 -1.1858 -2.8028
H -1.2109 1.0092 -2.2279
H -2.1037 2.0317 -0.3526
H -1.0462 2.2663 2.5177
H 1.5243 0.9802 1.8102
H 2.5847 0.1834 -0.3212
C -0.1610 -2.7313 0.3510
C -1.3520 -2.8297 1.3592
H 0.2718 -3.7516 0.2931
H -0.3128 -2.5676 -0.6943
H 0.5510 -2.0618 0.8172
H -1.1127 -3.7382 2.1159
H -2.3414 -2.8909 0.9322
H -1.3894 -2.0747 2.0420



Short version: *x* is the least stable of them.



*w*
24
Properties=species:S:1:pos:R:3 method="wB97M-V/def2-TZVPD" smiles=Cc1ccc(O)cc1.CC homo_ha=-0.3052
C -1.1412 -1.8875 -1.9374
C -1.1813 -1.1230 -0.6445
C -1.7600 -1.5450 0.5390
C -2.0909 -0.7688 1.6351
C -1.5308 0.5303 1.6412
O -1.7220 1.4132 2.6461
C -0.6921 0.9366 0.5980
C -0.6123 0.1320 -0.5258
H -2.1059 -2.4489 -1.8214
H -0.3666 -2.6494 -1.9806
H -1.0174 -1.1925 -2.7516
H -2.1021 -2.5909 0.5397
H -2.6256 -1.2946 2.4123
H -2.4300 1.1934 3.2468
H -0.2480 1.9272 0.7590
H -0.2794 0.5450 -1.5140
C 2.7989 1.6834 0.0901
C 2.7257 0.4332 -0.9257
H 1.8454 1.8178 0.6070
H 3.4500 1.4006 0.9023
H 2.9700 2.6698 -0.3528
H 1.9491 -0.0508 -0.3416
H 3.7357 0.0180 -0.9497
H 2.4308 0.8509 -1.8714



*x*
24
Properties=species:S:1:pos:R:3 method="wB97M-V/def2-TZVPD" smiles=Cc1ccc(O)cc1.CC homo_ha=-0.3115
C -0.1920 2.4057 0.9494
C -0.7774 1.0364 0.8094
C -2.0217 0.7449 0.2993
C -2.5151 -0.5652 0.3365
C -1.7489 -1.5867 0.8717
O -2.3256 -2.8071 1.1028
C -0.3966 -1.3511 1.2047
C 0.0546 -0.0562 1.1577
H -0.1489 2.8639 1.9308
H -0.6625 3.0562 0.1985
H 0.8361 2.3252 0.5566
H -2.6029 1.6379 0.0802
H -3.5066 -0.8549 0.0073
H -1.6326 -3.4416 0.9884
H 0.1258 -2.2350 1.5636
H 1.1157 0.1162 1.2674
C 2.2161 -0.7611 -1.1885
C 1.8942 0.3805 -2.1337
H 1.3568 -1.3574 -0.8948
H 2.9824 -1.4066 -1.6223
H 2.6238 -0.3029 -0.2821
H 1.5188 0.1435 -3.1405
H 1.0645 0.9683 -1.7419
H 2.7420 1.0472 -2.3205



*y*
24
Properties=species:S:1:pos:R:3 method="wB97M-V/def2-TZVPD" smiles=Cc1ccc(O)cc1.CC homo_ha=-0.3094
C 1.1222 -1.2725 2.0764
C 0.3106 -1.2561 0.7732
C -1.0747 -1.3491 0.9533
C -1.9755 -1.3124 -0.0883
C -1.4275 -1.1202 -1.3642
O -2.3493 -1.1658 -2.3915
C -0.0637 -1.0860 -1.6007
C 0.8047 -1.2309 -0.5191
H 0.6397 -0.9244 3.0053
H 2.0450 -0.7006 1.9945
H 1.3152 -2.3298 2.2756
H -1.4582 -1.3340 1.9750
H -3.0454 -1.3418 -0.0219
H -1.8642 -0.9727 -3.1895
H 0.2301 -1.0874 -2.6397
H 1.8189 -1.4152 -0.8629
C 0.4282 2.1073 -0.7018
C 0.8086 2.8266 0.5693
H 0.4075 1.0258 -0.4838
H -0.4908 2.3788 -1.2127
H 1.1710 2.2285 -1.4993
H 0.7554 2.2666 1.5077
H 0.1416 3.6829 0.8184
H 1.7505 3.3825 0.6267



*z*
24
Properties=species:S:1:pos:R:3 method="wB97M-V/def2-TZVPD" smiles=Cc1ccc(O)cc1.CC homo_ha=-0.3110
C -0.2057 2.5400 2.0121
C -0.0074 1.8673 0.6888
C 1.1762 1.1568 0.4458
C 1.3425 0.5242 -0.7662
C 0.3622 0.5525 -1.7547
O 0.6035 -0.0636 -2.9462
C -0.8361 1.1913 -1.5104
C -0.9902 1.8313 -0.2874
H 0.2951 3.5231 2.0400
H 0.2302 1.9969 2.8512
H -1.2497 2.7885 2.1975
H 1.9633 1.1111 1.1968
H 2.2187 -0.0703 -0.9852
H 1.5364 -0.0401 -3.1898
H -1.6068 1.1553 -2.2631
H -1.8763 2.4195 -0.0801
C 0.0269 -2.9024 -0.3666
C -0.8165 -2.7121 0.8908
H 0.6005 -2.0253 -0.6607
H 0.7797 -3.6733 -0.1458
H -0.5875 -3.3662 -1.1458
H -0.1710 -2.3507 1.6945
H -1.2997 -3.6065 1.2578
H -1.4881 -1.8473 0.8267



Short version: *w* is the least stable of them.



*w*
24
Properties=species:S:1:pos:R:3 method="wB97M-V/def2-TZVPD" smiles=Cc1ccc(O)cc1.CC homo_ha=-0.3092
C -3.0252 1.1561 -0.7683
C -1.9639 0.2286 -0.2470
C -1.9798 -0.2180 1.0699
C -0.9518 -0.9614 1.6267
C 0.0793 -1.3540 0.7872
O 1.1238 -2.0020 1.4264
C 0.2006 -0.8667 -0.5172
C -0.9353 -0.2534 -1.0681
H -2.5725 2.0871 -1.1262
H -3.6079 1.4574 0.1053
H -3.6506 0.8269 -1.5947
H -2.7804 0.1619 1.6967
H -1.0804 -1.2677 2.6514
H 1.7443 -2.2767 0.7282
H 1.0246 -1.0839 -1.1804
H -0.9609 0.0010 -2.1189
C 2.7139 1.4127 -1.5315
C 3.3141 1.9766 -0.2217
H 1.7432 0.9522 -1.3754
H 2.6097 2.2482 -2.2226
H 3.3678 0.6755 -1.9983
H 3.2849 3.0643 -0.2240
H 4.3063 1.5731 -0.0533
H 2.6488 1.7338 0.6115



*x*
24
Properties=species:S:1:pos:R:3 method="wB97M-V/def2-TZVPD" smiles="C=C=C(C)C.CC(C)=C=O" homo_ha=-0.3044
C -1.1041 -0.8271 0.9222
C -2.1727 -0.6033 0.1955
C -3.1848 -0.1022 -0.5487
C -4.4949 0.3657 0.1323
C -2.9100 0.1559 -1.9801
H -0.6882 -1.7146 1.2875
H -0.4500 0.0201 1.2815
H -4.7086 1.4264 -0.2321
H -4.6374 0.3213 1.3078
H -5.4983 -0.1063 -0.3180
H -1.9357 -0.1604 -2.1387
H -2.9256 1.2371 -2.0547
H -3.7238 -0.3320 -2.5654
C 2.8263 1.1048 0.4452
C 2.0957 -0.3167 0.6889
C 2.2925 -1.1819 1.9566
C 1.9740 -1.0389 -0.5099
O 1.6634 -1.7313 -1.4153
H 3.8981 1.0801 0.0612
H 2.6883 1.6070 1.4171
H 2.0897 1.6205 -0.1566
H 1.3505 -1.0840 2.6004
H 3.1721 -1.0041 2.5531
H 2.2891 -2.2040 1.6151



Short version: *x* is the least stable of them.



*w*
11
Properties=species:S:1:pos:R:3 method="wB97M-V/def2-TZVPD" homo_ha=-0.3674
C 2.9685 0.0546 -0.7680
N 1.6853 0.0252 -0.4586
N 1.6011 -0.5637 0.9104
C 0.4116 -0.4490 1.2641
C -0.8375 0.0135 0.6061
Cl -1.6014 -1.2002 -0.5975
Cl -0.9728 1.6056 -0.0714
H 3.7292 -0.4488 -0.2375
H 3.1481 0.5631 -1.8115
H -0.0016 -0.9498 2.1556
H -1.3741 -0.0010 1.4885



*x*
11
Properties=species:S:1:pos:R:3 method="wB97M-V/def2-TZVPD" homo_ha="-0.3355 / -0.3355"
C -1.8997 0.5462 -2.2087
C -1.0466 1.3884 -2.1834
C 0.4032 -0.8514 2.2071
N 0.6974 0.5613 0.4992
N 0.8130 -0.5386 1.0129
Cl 1.8742 1.2391 -0.5241
Cl 1.1679 -2.1867 -0.0029
H -2.5054 -0.2175 -2.0444
H -0.1055 1.9699 -2.2919
H 0.3315 0.0100 3.0282
H 0.2698 -1.9207 2.5080



Short version: *x* is the least stable of them.



*w*
15
Properties=species:S:1:pos:R:3 method="wB97M-V/def2-TZVPD" homo_ha=-0.2926
C 1.8737 0.8121 -0.0310
C 1.6962 -0.3790 0.9320
C 1.1422 -0.5113 -0.4362
O -2.1294 1.4560 -0.3689
O -2.2587 -0.7487 1.1423
O -1.9533 -0.8162 -1.5999
Si -1.6170 -0.1031 -0.2104
H 1.2179 1.6828 0.1413
H 2.9487 1.0207 -0.3611
H 2.5949 -1.0083 1.0667
H 0.9003 -0.1925 1.6472
H 1.5524 -1.2266 -1.1080
H -1.6728 1.9992 -1.0708
H -2.4886 -0.2289 1.8818
H -1.8066 -1.7564 -1.6248



*x*
15
Properties=species:S:1:pos:R:3 method="wB97M-V/def2-TZVPD" smiles="O=[Si](O)O.C=CC" homo_ha=-0.3647
O -0.4044 2.5795 1.4853
Si -0.3412 2.2012 0.0391
O 0.5509 3.1317 -0.9199
O -1.6717 1.5157 -0.5691
H 1.2066 3.7240 -0.5372
H -2.1899 1.7300 -1.3693
C -0.2092 -0.8863 -0.8003
C 0.6826 -1.2183 0.1200
C 0.5557 -2.4367 0.9928
H -1.1563 -1.6285 -1.0177
H 0.0899 -0.0313 -1.5193
H 1.2832 -0.4269 0.4731
H 1.1207 -3.1702 0.4640
H -0.5305 -2.7094 1.1896
H 1.0135 -2.3746 1.9688



Short version: *w* is the least stable of them.



*w*
8
Properties=species:S:1:pos:R:3 method="wB97M-V/def2-TZVPD" smiles=S[C@H]1CO1 homo_ha=-0.3493
S -1.2331 1.4315 -0.6751
C -0.3574 0.3745 0.4136
C 0.4712 -0.8135 0.1646
O 1.3478 0.1886 0.5015
H -0.5997 0.9676 -1.7641
H -0.8247 0.5437 1.4202
H 0.6421 -1.6924 0.7853
H 0.5538 -0.9999 -0.8460



*x*
8
Properties=species:S:1:pos:R:3 method="wB97M-V/def2-TZVPD" smiles="C=C.O=S" homo_ha="-0.3441 / -0.3424"
C -0.3178 0.0438 -1.1905
C 0.9576 0.1670 -0.7166
H -0.7203 0.9474 -1.6227
H -0.5472 -0.9047 -1.3459
H 1.2278 1.1748 -0.7940
H 1.6166 -0.6531 -0.2774
O -1.3253 -0.0686 3.6335
S -0.8914 -0.7067 2.3136



*y*
8
Properties=species:S:1:pos:R:3 method="wB97M-V/def2-TZVPD" smiles="COC=S" homo_ha=-0.3273
C 0.3933 0.3494 0.8665
O -0.7523 0.1653 0.1684
C -0.5473 -0.2979 -1.0326
S -1.6837 -0.9999 -1.9859
H 1.2494 0.3420 0.2376
H 0.5289 -0.5814 1.5637
H 0.3208 1.2096 1.4854
H 0.4908 -0.1872 -1.3031



Short version: *x* is the least stable of them.